DFT (ωB97M-V/def2-TZVPD) results for a cluster of 2 separate species, C5H4BrF6N in total.

Each line ends with the Löwdin charge.
Geometry (Å):
1 F -3.35745 0.82720 -0.76352  0.164
2 C -2.71786 0.29970 0.28261  -0.676
3 F -3.13947 0.97716 1.36061  0.153
4 F -3.14117 -0.95372 0.42609  0.151
5 N -1.32872 0.31480 0.13800  0.222
6 C -0.59715 1.41275 -0.31270  -0.675
7 F -1.31290 2.52351 -0.35363  0.187
8 F 0.46539 1.64468 0.47338  0.146
9 F -0.08458 1.21992 -1.54156  0.143
10 H -0.81661 -0.54933 0.27119  0.088
11 C 3.10610 -0.42321 -0.05515  -0.093
12 C 2.01357 -1.36158 0.00814  -0.188
13 C 1.08036 -2.11520 0.07344  -0.646
14 Br -0.31980 -3.26744 0.19727  0.778
15 H 3.94500 -0.86397 -0.58875  0.083
16 H 3.41858 -0.16481 0.95552  0.088
17 H 2.78670 0.47954 -0.57095  0.075

Cartesian forces (eV/Å) of the 3 atoms listed first:
-0.04 0.15 -0.27
-0.27 0.14 0.08
0.01 0.20 0.16

As for the lowest unoccupied orbital energy: 0.0201 Eh. Its gap between HOMO and LUMO is 10.5 eV. For the largest force on an atom, the calculation gives 0.93 eV/A. Its HOMO energy is -0.367 Ha. The total charge is 0. The SMILES is FC(F)(F)NC(F)(F)F.CC#CBr. Its energy above the lowest of the compared OMol25 structures with the same formula, charge and spin is 0.0 kJ/mol.